# 1
Density functional theory data (the ωB97M-V functional and the def2-TZVPD basis) for a structure of composition C24H46Cl2F20HfN2O12P3S2 in a non-equilibrium geometry.

charge: +1
molecular weight: 1341.05 g mol⁻¹
orbital gap: 3.9 eV
spin multiplicity: 1
HOMO level: -10.667 eV

```
112
Properties=species:S:1:pos:R:3:forces:R:3:mulliken_charge:R:1
C 2.422 -1.545 3.938 -0.59 1.11 -1.54 -0.856
C 2.338 -2.909 3.195 1.23 0.56 0.65 -0.536
C 1.549 -2.913 1.883 -0.83 -0.83 1.03 0.478
N 1.835 -4.157 1.028 0.93 1.38 -1.87 0.653
C 1.320 -5.403 1.656 -0.02 0.77 0.82 -0.704
C 1.158 -4.002 -0.315 -1.29 0.45 -0.20 1.337
C 1.907 -4.841 -1.313 -1.25 -1.17 0.04 -0.737
C 3.343 -4.911 -0.787 -0.21 0.42 -1.74 -1.079
C 3.291 -4.230 0.576 0.49 -0.96 0.84 -0.552
H 3.451 -1.197 4.034 0.10 -0.52 0.67 0.346
H 1.839 -1.403 4.843 0.14 -0.43 0.14 0.321
H 2.065 -0.760 3.258 -0.37 -0.12 0.03 -0.051
H 2.124 -3.682 3.932 -0.48 -0.20 -0.34 0.443
H 3.396 -3.048 2.959 -0.09 -0.49 -0.35 0.290
H 1.677 -1.957 1.378 0.58 -0.44 -0.68 -0.172
H 0.466 -2.988 1.998 -0.05 0.08 0.50 -0.241
H 1.831 -5.537 2.607 0.03 -0.13 -0.07 0.321
H 1.453 -6.278 1.027 0.02 0.18 -0.21 0.395
H 0.275 -5.164 1.853 -0.10 -0.49 0.05 0.231
H 0.111 -4.272 -0.191 0.06 -0.19 0.01 -0.343
H 1.122 -2.974 -0.672 0.48 0.22 0.63 -1.053
H 1.448 -5.833 -1.371 0.20 -0.12 0.25 0.487
H 1.677 -4.446 -2.302 0.79 0.28 -0.05 0.439
H 3.744 -5.921 -0.855 -0.23 -0.12 0.77 0.412
H 3.952 -4.409 -1.543 0.26 0.55 0.57 0.325
H 3.816 -4.839 1.312 0.15 0.32 0.13 0.447
H 3.683 -3.217 0.580 -0.07 0.01 -0.09 0.372
Hf 1.045 2.334 -3.318 -2.90 -0.30 4.21 0.947
P 0.176 0.758 0.281 2.17 -1.54 2.28 2.343
F 0.690 -0.678 -0.317 -1.09 0.52 -0.17 -0.258
F -1.345 0.353 0.071 0.80 0.47 -0.06 -0.376
F 0.284 0.210 1.788 -0.75 -0.54 -0.18 -0.621
F -0.162 2.207 0.895 -0.24 0.15 -1.05 -0.089
F 1.782 1.095 0.378 -0.17 0.60 -0.08 -0.509
F 0.255 1.466 -1.225 -0.29 0.59 -1.92 0.410
P 1.818 -1.313 -3.510 1.25 -4.37 -1.50 1.733
F 2.634 -1.618 -2.150 0.09 0.63 -0.39 -0.409
F 0.568 -2.094 -2.868 -0.08 1.30 -0.23 -0.256
F 1.328 0.154 -2.837 -0.05 2.42 -0.25 -0.284
F 1.053 -0.925 -4.842 -0.85 0.68 0.24 -0.366
F 3.117 -0.533 -4.126 -0.10 0.54 0.72 -0.401
F 2.272 -2.686 -4.207 0.51 0.33 0.49 -0.342
P -1.208 4.431 -2.468 -4.47 0.22 2.68 1.528
F -0.499 4.041 -3.907 2.19 -0.10 -1.02 -0.537
F -2.488 4.928 -3.225 0.65 -0.18 -0.36 -0.378
F -1.643 2.863 -2.457 -0.19 -0.14 -0.63 -0.243
F -1.924 4.574 -1.057 0.95 0.44 -0.18 -0.335
F 0.159 3.780 -1.734 1.58 -0.24 -0.38 -0.648
F -0.537 5.867 -2.408 0.19 -0.67 -0.33 -0.369
N -0.498 1.547 -4.651 -0.66 0.10 -2.29 -0.036
S -1.740 0.487 -4.443 -3.36 -5.51 6.71 1.018
O -1.774 -0.756 -5.156 0.96 1.99 -0.47 -0.519
O -2.985 1.065 -4.033 1.00 0.82 -1.85 -0.539
F -1.294 0.019 -2.963 1.02 0.26 -0.77 -0.250
S -1.245 1.999 -6.194 1.62 3.75 -4.04 0.954
O -2.426 2.786 -6.118 0.63 -0.91 0.91 -0.458
O -1.045 1.080 -7.264 -0.10 -0.22 1.68 -0.534
F -0.132 3.105 -6.527 0.43 -0.13 0.77 -0.302
Cl 2.339 5.090 5.398 0.08 0.10 0.12 -0.187
C 1.271 3.684 5.283 -0.65 -0.29 0.45 -0.418
C 1.776 2.644 4.317 -0.13 -0.56 -0.02 -0.124
Cl 2.126 3.355 2.714 0.17 -0.05 -0.02 -0.133
H 0.257 4.016 5.065 0.18 0.17 -0.47 0.218
H 1.172 3.255 6.282 0.35 -0.13 -0.03 0.387
H 1.050 1.852 4.128 -0.36 0.29 0.11 -0.128
H 2.646 2.107 4.693 0.34 0.48 -0.15 0.394
C -1.979 -2.636 3.465 0.38 -0.03 -0.32 -0.382
O -1.868 -3.615 2.426 0.15 -0.27 0.04 -0.393
C -2.365 -3.241 1.152 -0.43 -0.12 0.21 0.621
C -3.833 -3.611 0.938 -0.37 0.52 -0.22 -1.081
O -4.650 -2.753 1.714 0.54 -0.13 0.10 -0.150
C -6.019 -2.994 1.574 -0.78 0.49 -0.13 -0.847
H -1.447 -1.719 3.191 -0.06 0.09 -0.12 -0.023
H -1.456 -3.070 4.314 -0.20 0.00 0.14 0.349
H -3.005 -2.375 3.718 -0.06 -0.18 -0.06 0.231
H -1.789 -3.770 0.390 0.06 -0.18 0.09 -0.021
H -2.157 -2.177 1.007 -0.43 0.13 -0.18 -0.039
H -4.074 -4.660 1.147 0.43 -0.10 0.48 0.441
H -4.109 -3.521 -0.121 0.25 0.35 -0.16 0.404
H -6.395 -2.758 0.570 0.27 -0.23 -0.19 0.351
H -6.546 -2.286 2.215 0.12 -0.15 0.22 0.209
H -6.323 -4.012 1.836 0.18 -0.06 0.04 0.329
C 1.884 5.700 -3.841 -0.09 1.03 -1.14 -1.125
O 2.083 4.530 -3.013 -0.80 -0.84 -1.56 -0.107
C 3.297 4.599 -2.261 0.95 -0.18 0.47 -0.811
C 3.095 3.645 -1.066 -1.10 0.58 -0.96 -0.503
O 2.814 2.339 -1.680 1.00 0.50 -1.21 0.365
C 4.099 1.624 -1.801 -0.38 -1.24 0.29 -0.796
H 2.607 5.750 -4.657 0.55 -0.05 0.47 0.347
H 1.881 6.595 -3.224 0.37 -0.14 0.18 0.419
H 0.942 5.762 -4.383 -0.26 -0.85 0.54 0.360
H 3.579 5.631 -2.043 -0.77 0.08 0.61 0.557
H 4.111 4.349 -2.952 0.09 -0.72 0.32 0.381
H 2.193 3.847 -0.488 -0.02 0.42 -0.20 -0.097
H 3.898 3.613 -0.336 0.29 -0.26 -0.34 0.711
H 3.857 0.564 -1.739 -0.02 0.03 -0.13 -0.034
H 4.704 1.873 -0.936 -0.05 0.05 0.00 0.421
H 4.661 1.815 -2.715 -0.31 0.34 -0.12 0.276
C -4.846 0.694 2.815 0.18 0.04 -0.31 -0.780
C -5.277 1.128 1.622 -1.74 0.08 -0.30 0.547
C -4.445 1.946 0.703 1.91 1.59 0.36 0.809
O -4.654 2.311 -0.441 -1.41 -1.07 0.37 -0.669
C -3.252 2.480 1.348 0.91 -0.05 -0.20 -0.351
C -2.777 2.059 2.514 0.59 0.64 0.74 0.291
C -3.533 1.086 3.356 -0.51 -0.91 -0.42 0.345
O -3.113 0.598 4.380 0.30 0.35 0.05 -0.642
O -1.634 2.521 3.066 -0.07 -0.35 0.35 -0.624
O -6.569 0.986 1.234 0.41 -0.41 0.03 -0.571
H -5.437 0.041 3.441 -0.19 0.14 0.00 0.430
H -2.640 3.177 0.789 -0.25 0.03 -0.25 0.461
H -0.993 2.783 2.388 -0.35 0.01 0.02 0.210
H -6.689 1.442 0.388 0.11 -0.11 -0.10 0.326
```
Positions in Å, forces in eV/Å.

=====

# 2
Density functional theory data (the ωB97M-V functional and the def2-TZVPD basis) for a structure of composition C31H48Cl3N4O4PrSi in a non-equilibrium geometry.

molecular weight: 816.10 g mol⁻¹
orbital gap (alpha / beta): 7.8 / 7.8 eV
spin multiplicity: 3
HOMO level (alpha / beta): -7.750 / -7.760 eV

```
92
Properties=species:S:1:pos:R:3:forces:R:3:lowdin_spin:R:1
C 4.507 0.648 -0.701 0.03 -0.03 -0.21 0.000
C 4.142 1.066 0.694 0.08 0.75 0.86 0.000
H 5.285 1.288 -1.132 -0.25 -0.21 -0.01 0.000
H 3.622 0.667 -1.358 0.26 -0.02 0.20 0.000
H 4.891 -0.387 -0.715 -0.17 0.26 0.08 0.000
C 4.732 2.052 1.389 -0.26 -0.60 -0.43 0.000
C 5.843 2.901 0.879 0.45 0.28 0.02 0.000
H 4.413 2.249 2.415 -0.04 -0.07 -0.25 0.000
H 6.102 2.687 -0.163 -0.04 0.12 0.28 0.000
H 6.744 2.749 1.485 -0.03 0.09 -0.09 0.000
H 5.588 3.966 0.955 0.06 -0.08 -0.02 0.000
Pr 0.165 -0.301 -0.579 1.23 0.97 1.58 2.027
Cl 1.189 -2.691 -0.151 -0.13 -0.27 -0.11 -0.008
Cl 1.194 0.137 -2.988 -0.09 -0.01 -0.40 -0.003
H -5.197 -2.541 -2.174 0.17 0.13 -0.07 0.000
H -3.728 -4.297 -3.447 0.14 0.21 -0.12 0.000
C -4.523 -1.770 -2.569 0.09 -0.04 -0.07 0.000
C -3.123 -3.444 -3.784 0.05 0.03 0.15 0.000
N -3.204 -2.352 -2.818 -0.36 -0.14 -0.19 0.000
H -4.436 -0.956 -1.848 0.10 -0.14 -0.13 0.000
C -2.108 -1.908 -2.227 0.46 1.43 1.06 0.000
O -2.070 -0.915 -1.444 -0.39 -1.57 -1.09 -0.003
H -2.074 -3.745 -3.853 -0.25 -0.08 -0.12 0.000
H -1.178 -2.460 -2.457 -0.33 0.08 -0.05 0.000
H -4.944 -1.390 -3.509 0.12 -0.05 0.20 0.000
H -3.476 -3.108 -4.770 0.09 -0.10 0.27 0.000
H 2.420 2.901 -1.282 -0.30 -0.02 -0.08 0.000
H 2.274 4.110 1.105 -0.31 0.00 -0.17 0.000
C 1.430 3.330 -1.491 0.43 -0.16 0.10 0.000
C 1.341 4.517 0.682 -0.07 0.09 -0.03 0.000
N 0.732 3.563 -0.233 -0.74 0.22 0.12 0.000
H 0.872 2.646 -2.135 0.11 0.16 0.24 0.000
C -0.432 2.984 0.074 0.47 -0.90 -0.61 0.000
O -0.908 1.986 -0.529 0.21 1.23 0.60 -0.002
H 0.637 4.730 1.495 0.25 0.00 -0.14 0.000
H -0.958 3.454 0.928 0.19 -0.35 -0.20 0.000
H 1.572 4.298 -1.995 -0.12 -0.21 0.12 0.000
H 1.571 5.445 0.143 -0.05 -0.15 0.16 0.000
O 1.813 0.756 0.591 -1.49 -0.13 -1.22 -0.011
C 2.938 0.333 1.257 0.01 -0.64 0.27 -0.001
C 1.899 1.405 3.328 0.10 -0.17 0.39 0.000
C 2.697 0.403 2.771 0.22 -0.22 -0.44 0.000
H 1.396 2.117 2.669 0.25 -0.24 0.18 0.000
C 1.730 1.458 4.717 0.15 -0.13 -0.26 0.000
H 3.134 -0.729 1.023 -0.08 -0.10 0.20 0.000
C 3.223 -0.610 3.580 0.01 0.47 0.13 0.000
H 1.107 2.242 5.151 0.20 -0.16 -0.01 0.000
C 2.354 0.510 5.536 -0.01 -0.03 -0.03 0.000
C 3.080 -0.541 4.967 -0.03 0.00 -0.19 0.000
H 3.754 -1.432 3.091 -0.10 0.26 0.30 0.000
H 2.264 0.579 6.622 -0.02 -0.01 -0.27 0.000
H 3.533 -1.314 5.593 -0.19 0.28 -0.11 0.000
Si 1.699 -0.275 -7.556 -0.03 -0.14 0.03 0.000
Cl 3.581 0.559 -7.263 0.15 0.06 -0.09 0.000
C 0.496 1.156 -7.462 -0.04 -0.04 0.04 0.000
C 1.506 -1.558 -6.213 -0.08 0.08 0.02 0.000
C 1.686 -1.071 -9.259 0.03 0.05 -0.01 0.000
H 0.584 1.659 -6.489 -0.03 -0.13 -0.20 0.000
H -0.538 0.809 -7.583 0.15 0.08 0.03 0.000
H 0.710 1.889 -8.253 -0.04 -0.18 0.19 0.000
H 1.870 -0.330 -10.047 -0.04 -0.15 0.18 0.000
H 0.714 -1.544 -9.457 0.17 0.08 0.05 0.000
H 2.462 -1.845 -9.332 -0.17 0.17 0.04 0.000
H 1.581 -1.101 -5.215 -0.01 -0.14 -0.32 0.000
H 2.292 -2.320 -6.313 -0.19 0.17 0.02 0.000
H 0.529 -2.054 -6.289 0.14 0.03 0.01 0.000
C -5.107 -1.363 3.862 -0.60 0.10 -0.03 0.000
N -4.156 -0.853 2.900 -1.26 -0.41 0.25 0.000
N -2.811 -0.919 3.030 1.31 -0.06 -0.03 0.000
C -2.218 -0.293 1.937 0.69 -0.24 0.09 0.000
O -0.984 -0.383 1.689 -1.12 0.42 0.15 -0.002
C -3.304 0.297 1.225 0.05 -0.08 -0.33 0.000
C -4.470 -0.172 1.784 0.83 0.34 0.13 0.000
C -5.869 -0.079 1.317 -0.59 0.33 -0.32 0.000
C -2.165 -1.524 4.144 0.26 -0.27 0.56 0.000
C -2.526 -2.809 4.572 0.14 0.21 -0.10 0.000
C -1.915 -3.361 5.698 0.08 0.09 -0.03 0.000
C -0.937 -2.642 6.393 -0.17 0.19 -0.23 0.000
C -0.599 -1.348 5.975 0.01 -0.29 -0.07 0.000
C -1.193 -0.797 4.842 -0.37 0.06 -0.13 0.000
H -5.674 -2.195 3.425 0.11 0.07 0.16 0.000
H -5.814 -0.565 4.125 0.15 -0.19 -0.01 0.000
H -4.625 -1.707 4.772 0.06 0.16 -0.16 0.000
H -3.164 0.957 0.384 -0.14 -0.31 -0.16 0.000
H -6.346 -1.071 1.246 0.21 0.30 0.07 0.000
H -6.493 0.549 1.971 0.16 -0.19 -0.16 0.000
H -5.869 0.368 0.315 -0.08 -0.10 0.32 0.000
H -3.301 -3.352 4.026 0.37 0.02 0.16 0.000
H -2.210 -4.361 6.026 0.16 0.32 -0.10 0.000
H -0.437 -3.083 7.256 -0.22 0.14 -0.22 0.000
H 0.138 -0.767 6.533 -0.20 -0.22 -0.27 0.000
H -0.945 0.210 4.494 0.06 -0.39 0.16 0.000
```
Positions in Å, forces in eV/Å.

=====

- Which value of molecular weight does entry 1 give?
  1341.05 g mol⁻¹